(1)
{
  "formula": "C3H3FO",
  "method": "the ωB97M-V functional and the def2-TZVPD basis",
  "orbital_gap_ev": 10.5942,
  "homo_energy_ev": -10.14,
  "e_above_lowest_ev": 1.4466,
  "smiles": "C=C(F)C=O",
  "symbols": ["C", "C", "C", "O", "F", "H", "H", "H"],
  "positions_angstrom": [[-0.230, -0.619, -0.078], [1.988, 0.756, 0.241], [1.078, -0.850, 0.143], [3.018, 1.067, -0.259], [1.688, -2.073, 0.029], [-0.758, -1.578, -0.345], [-0.776, 0.296, -0.126], [1.407, 1.422, 0.881]]
}

(2)
{
  "formula": "C3H3FO",
  "method": "the ωB97M-V functional and the def2-TZVPD basis",
  "orbital_gap_ev": [7.8714, 7.6406],
  "homo_energy_ev": [-7.68, -11.43],
  "e_above_lowest_ev": 1.1688,
  "spin_multiplicity": 3,
  "symbols": ["C", "C", "C", "O", "F", "H", "H", "H"],
  "positions_angstrom": [[-1.245, 0.628, -0.032], [1.126, 0.537, 0.125], [-0.065, 0.255, -0.303], [-2.382, 0.653, 0.076], [-0.434, -2.193, -0.211], [1.979, -0.045, -0.158], [1.325, 1.318, 0.832], [-0.305, -1.152, -0.329]]
}

Maximum force (hartree/bohr)
0.075 0.084